A:
The following is a DFT calculation (wB97M-V/def2-TZVPD) of one molecule with the formula CH3ClOS2.

Results
**E_LUMO**: -0.42 eV
**Frontier orbital gap**: 9.12 eV
**HOMO**: -9.5 eV

```
! RIJCOSX wB97M-V def2-TZVPD def2/J DEFGRID3
* xyz 0 1
Cl -2.2591 -0.4305 -1.9095
S -0.7657 1.0781 0.5176
S -1.5018 -0.9617 -0.0028
O -0.3695 -1.8632 0.0116
C 1.0319 0.6418 0.3436
H 1.2585 0.5524 -0.7160
H 0.9696 -0.4129 0.8046
H 1.6360 1.3960 0.9510
*
```

B:
The following is a DFT calculation (wB97M-V/def2-TZVPD) of one molecule with the formula CH3ClOS2.

Results
**E_LUMO**: -0.85 eV
**Frontier orbital gap**: 8.94 eV
**HOMO**: -9.8 eV

```
! RIJCOSX wB97M-V def2-TZVPD def2/J DEFGRID3
* xyz 0 1
Cl 1.4710 3.2140 1.3890
S 1.9571 1.3309 1.9659
S 1.9733 0.1710 0.2836
O 0.5180 0.6486 2.8927
C 0.3554 0.6639 -0.3387
H -0.0172 0.2195 -1.2562
H -0.4138 0.3922 0.5496
H 0.4369 1.7137 -0.4867
*
```

Stability verdict: A, ahead by 1.923 eV

A:
The following is a DFT calculation (wB97M-V/def2-TZVPD) of C3H4IN as an isolated structure.

Results
**E_LUMO (spin up / spin down)**: -0.70 / -2.72 eV
**Frontier orbital gap (spin up / spin down)**: 9.18 / 6.07 eV
**HOMO (spin up / spin down)**: -9.9 / -8.8 eV

```
! RIJCOSX wB97M-V def2-TZVPD def2/J DEFGRID3
* xyz 0 1
I -1.8936 -0.7222 -3.3274
N -0.7694 -0.4392 -0.0300
C 0.9266 0.1931 0.7026
C 0.3797 -0.9756 0.2194
C -0.3356 0.8568 0.2806
H 0.6091 -2.0841 0.1679
H -0.0665 1.4562 -0.6572
H -0.6166 1.4260 1.1657
H 1.7664 0.2890 1.4782
*
```

B:
The following is a DFT calculation (wB97M-V/def2-TZVPD) of a 2-piece molecular cluster, C3H4IN overall.

Results
**E_LUMO (spin up / spin down)**: -0.80 / -0.80 eV
**Frontier orbital gap (spin up / spin down)**: 7.77 / 7.77 eV
**HOMO (spin up / spin down)**: -8.6 / -8.6 eV

```
! RIJCOSX wB97M-V def2-TZVPD def2/J DEFGRID3
* xyz 0 1
I -2.9385 -0.2330 0.4591
N -1.3129 2.2773 -0.0595
C 0.6987 -0.1548 -0.5024
C -1.2998 1.0743 0.0229
C 0.8751 -1.2030 0.2648
H 0.0254 -1.3615 0.9154
H -1.9355 2.9444 0.3365
H 1.4795 0.2753 -1.1131
H 1.7757 -1.9140 0.4966
*
```

C:
The following is a DFT calculation (wB97M-V/def2-TZVPD) of one molecule with the formula C3H4IN.

Results
**E_LUMO**: -1.07 eV
**Frontier orbital gap**: 7.95 eV
**HOMO**: -9.0 eV

```
! RIJCOSX wB97M-V def2-TZVPD def2/J DEFGRID3
* xyz 0 1
I -3.1655 0.3041 -0.8057
N 1.5631 -1.0428 0.2253
C -1.5680 0.4574 0.5435
C -0.2917 0.3915 -0.1631
C 0.8400 -0.1550 0.7129
H 0.0700 -0.0741 -1.1404
H -0.0126 1.4878 -0.3929
H 0.9388 0.0128 1.7419
H 1.6259 -1.3817 -0.7215
*
```

D:
The following is a DFT calculation (wB97M-V/def2-TZVPD) of one molecule with the formula C3H4IN.

Results
**E_LUMO**: -0.14 eV
**Frontier orbital gap**: 9.93 eV
**HOMO**: -10.1 eV
**SMILES**: C[C@H](I)C#N

```
! RIJCOSX wB97M-V def2-TZVPD def2/J DEFGRID3
* xyz 0 1
I -2.2784 -0.7313 -0.0397
N -0.3713 2.6038 -0.1575
C -0.3856 1.4791 0.0494
C 0.6687 -0.6877 -0.3633
C -0.3219 0.0684 0.4237
H 1.7719 -0.0999 -0.3139
H -0.2509 0.0868 1.5478
H 0.3160 -1.0467 -1.3506
H 0.8515 -1.6725 0.2041
*
```

Stability verdict: D, ahead by 3.536 eV

A:
The following is a DFT calculation (wB97M-V/def2-TZVPD) of an isolated ion of composition C4H7BrNS and charge +1.

Results
**E_LUMO (spin up / spin down)**: -6.38 / -6.38 eV
**Frontier orbital gap (spin up / spin down)**: 6.97 / 6.97 eV
**HOMO (spin up / spin down)**: -13.3 / -13.3 eV

```
! RIJCOSX wB97M-V def2-TZVPD def2/J DEFGRID3
* xyz 1 1
Br 2.8700 0.3105 -0.0343
S -0.7479 -2.3140 0.2857
N 0.0736 0.5560 -0.1228
C 1.0522 -0.2571 -0.2245
C -1.8324 -1.2876 -0.4279
C 0.2568 1.9192 0.4272
C 0.9067 -1.6041 -0.1106
H -2.8455 -1.2314 -0.0175
H 1.6320 -2.3826 -0.2920
H -0.7894 0.1306 0.0375
H 0.5347 1.7956 1.4904
H -0.5027 2.7135 0.4237
H 1.0647 2.3573 -0.1443
H -1.6728 -0.7058 -1.2907
*
```

B:
The following is a DFT calculation (wB97M-V/def2-TZVPD) of an isolated ion of composition C4H7BrNS and charge +1.

Results
**E_LUMO (spin up / spin down)**: -6.05 / -6.05 eV
**Frontier orbital gap (spin up / spin down)**: 7.21 / 7.21 eV
**HOMO (spin up / spin down)**: -13.3 / -13.3 eV

```
! RIJCOSX wB97M-V def2-TZVPD def2/J DEFGRID3
* xyz 1 1
Br -2.8704 -0.2507 -0.0839
S 0.6966 2.4151 0.1077
N -0.0832 -0.5508 0.2020
C 1.7234 1.2838 -0.4782
C -0.2056 -1.9894 0.1858
C -1.0697 0.3343 0.0999
C -0.8497 1.6926 0.1375
H 0.3963 -2.3892 -0.6328
H 0.7746 -0.2142 0.6324
H 1.4722 0.4074 -1.0455
H 2.7630 1.5844 -0.5098
H -1.2390 -2.2955 0.0417
H 0.1606 -2.4146 1.1217
H -1.6690 2.3870 0.2215
*
```

Stability verdict: B, ahead by 0.973 eV

A:
The following is a DFT calculation (wB97M-V/def2-TZVPD) of a 11-piece molecular cluster, C30H86N4O18 overall.

Results
**E_LUMO**: 0.38 eV
**Frontier orbital gap**: 9.43 eV
**HOMO**: -9.1 eV
**SMILES**: COC[C@H](C)N.COC[C@H](C)N.COC[C@H](C)N.COC[C@H](C)N.OCCO.OCCO.OCCO.OCCO.OCCO.OCCO.OCCO

```
! RIJCOSX wB97M-V def2-TZVPD def2/J DEFGRID3
* xyz 0 1
O 2.6010 8.3192 21.0947
O 4.2003 5.0217 17.3380
O -1.0210 9.9459 14.7172
O -2.3422 8.1554 18.1848
O 0.2535 11.1906 10.5879
O -2.4895 9.2710 21.6744
O -1.6462 13.3204 19.0538
O 0.2401 8.1445 16.8213
O -3.4444 12.2953 12.6251
O -3.1023 5.8472 15.5543
O 3.1319 10.3086 19.0119
O -1.7745 3.1989 15.4835
O 5.7025 6.9111 12.2424
O -4.4237 11.6678 15.0971
O 0.7716 14.0665 15.2591
O 0.9800 9.3385 12.6553
O -3.6034 8.6886 15.0827
O -2.6750 15.3263 12.6638
N 2.9535 7.4239 12.1731
N -4.4778 14.1926 16.8353
N 1.1263 13.2395 12.3244
N 2.5498 7.1898 18.5018
C 1.6040 12.5726 13.5671
C 3.6962 7.1686 13.4511
C 4.8852 6.2590 13.1964
C -1.9607 8.1790 19.5557
C -0.0094 9.0367 11.6925
C -4.0240 15.0651 19.0406
C 2.8925 4.8231 17.7987
C -1.7157 5.5930 15.8208
C 2.8560 11.7731 13.2097
C -0.7248 12.2579 19.0953
C 6.7415 6.0677 11.7776
C 2.5415 5.7769 18.9278
C 0.7693 9.3697 16.3237
C 2.6644 6.4925 14.3730
C -2.7669 13.0128 18.2185
C -0.3402 10.3355 15.8900
C -1.2028 4.4324 15.0242
C -2.5688 14.3250 13.6687
C -5.1598 10.5324 15.4476
C -2.2558 12.9686 13.0137
C 2.8657 10.6713 20.3740
C 2.0662 9.6012 21.1110
C 1.9482 13.5592 14.6698
C 4.7151 3.9088 16.6618
C -4.3485 9.4238 16.0764
C -3.4310 14.3377 17.8548
C -0.6324 10.3257 11.2614
C 1.1312 5.4641 19.3967
C -2.9198 9.0765 20.3360
C 0.8143 15.4307 15.6050
H -1.0754 10.4390 16.6922
H 4.5179 5.2774 12.8709
H 0.1277 11.3221 15.7561
H -4.7311 15.8627 18.8160
H -1.5233 10.0859 10.6580
H 3.1966 6.1602 15.2657
H 1.0839 4.4440 19.7896
H -3.6032 9.8896 16.7284
H -3.6654 12.5715 11.7321
H 2.2826 5.6177 13.8417
H 3.7136 12.4403 13.0488
H -3.1509 6.8051 15.4160
H 0.7228 6.0623 20.2134
H 7.4271 5.8977 12.6145
H -1.1379 2.5014 15.3171
H 2.6368 14.3460 14.3435
H 1.4062 9.1704 15.4617
H -1.4601 4.5579 13.9631
H -0.7906 8.3789 12.1018
H -3.1192 7.5890 18.1010
H 1.1410 16.0582 14.7694
H -4.3324 13.4406 16.1636
H 4.0053 8.1601 13.7836
H -0.5875 8.3635 17.2714
H -5.8931 10.8382 16.2113
H -3.4482 12.2947 18.6881
H -3.8806 8.5442 20.3106
H 3.2475 11.1090 18.4976
H -3.5687 15.6734 12.6441
H 1.8421 13.9244 12.0663
H -5.8037 10.1066 14.6676
H -1.7382 12.3563 13.7556
H 0.8434 11.8188 13.7806
H 2.7580 3.8302 18.2625
H -5.0097 8.7168 16.5760
H -2.3603 12.5886 17.2916
H 3.4163 7.4630 18.0454
H -1.5618 5.4557 16.8980
H 3.6185 7.7059 11.4514
H -4.5420 14.4006 19.7457
H 2.6295 7.9635 20.1731
H 1.4819 15.6401 16.4532
H -2.6202 14.9569 17.4579
H -1.1599 10.8666 12.0592
H 2.1488 4.8957 16.9949
H 2.7547 11.2344 12.2690
H 2.6433 6.5078 11.8477
H 2.5130 13.0198 15.4465
H -0.1246 12.3490 20.0029
H -0.0168 12.3179 18.2614
H 2.3159 11.6164 20.3734
H 4.9363 3.1014 17.3691
H 1.8248 7.1513 14.5742
H -1.1955 11.2719 19.1231
H -3.2730 9.3158 22.2270
H -1.6275 13.1163 12.1343
H -2.7497 9.1420 14.9397
H -3.5260 14.1765 14.1726
H -1.8079 14.5788 14.4008
H -5.3275 13.9377 17.3326
H -0.1852 15.6989 15.9466
H -3.0645 10.0432 19.8456
H 1.3310 9.8571 17.1284
H 3.8345 10.8018 20.8690
H -1.8571 7.1826 19.9920
H 6.3625 5.1234 11.3792
H 1.8770 9.9594 22.1226
H 4.0503 3.4906 15.8903
H -0.1095 4.3516 15.0233
H 3.2661 5.6812 19.7382
H 1.8211 7.4023 17.8245
H 5.4944 6.1367 14.1016
H 0.3619 13.8825 12.5463
H 0.6056 11.8456 11.2561
H 3.1539 11.0509 13.9705
H -3.2537 15.5045 19.6811
H 0.3864 8.4552 10.8560
H -1.1460 6.4886 15.5453
H -0.9426 8.5793 19.5939
H 5.6104 4.1873 16.1045
H 7.2890 6.5677 10.9819
H -4.1146 11.5856 14.1720
H 1.0664 9.5764 20.6479
H 1.6948 8.6425 12.6198
H 0.4288 5.6061 18.5702
H -0.3340 9.8345 14.0313
*
```

B:
The following is a DFT calculation (wB97M-V/def2-TZVPD) of a 11-piece molecular cluster, C30H86N4O18 overall.

Results
**E_LUMO**: 0.39 eV
**Frontier orbital gap**: 9.33 eV
**HOMO**: -8.9 eV
**SMILES**: COC[C@H](C)N.COC[C@H](C)N.COC[C@H](C)N.COC[C@H](C)N.OCCO.OCCO.OCCO.OCCO.OCCO.OCCO.OCCO

```
! RIJCOSX wB97M-V def2-TZVPD def2/J DEFGRID3
* xyz 0 1
O -3.5505 2.0539 -4.1792
O -2.0123 -4.2970 3.8472
O -3.8493 -2.9762 -3.3864
O 1.9057 1.6672 -0.9541
O -5.6111 3.9263 0.1318
O -2.7395 0.1505 0.4654
O 1.4669 6.4269 -0.4229
O 3.4963 -3.1413 5.4214
O -1.4006 4.6443 3.1140
O 1.3649 -2.7952 3.6602
O 0.2777 5.4025 -2.6093
O -3.2210 4.7274 1.0226
O 3.0571 1.0673 1.5807
O -0.6036 1.6565 -5.3437
O 1.1727 5.7650 2.7264
O -2.2105 4.2657 -3.4264
O 1.2085 0.9069 -3.3598
O 1.4614 -6.8249 -1.6929
N 0.9699 -0.7215 0.0765
N 1.8973 -3.2511 -1.6925
N -0.3241 -2.0036 -3.5477
N 3.1143 0.3216 4.2057
C 0.3386 2.6383 -4.8307
C -1.7294 -1.7425 -3.6691
C 1.8826 5.1797 -0.9710
C 0.2819 -4.5576 -0.5133
C 1.6354 -4.5605 -1.1083
C 3.6911 -1.0186 4.3711
C 0.8104 4.4031 2.4192
C 1.0748 -7.8729 -2.6244
C -1.3843 0.1632 -0.1184
C 1.6016 1.9186 -4.2715
C -2.0436 -1.5981 -5.1030
C 3.5577 2.0765 0.7396
C 5.1701 -0.8634 4.1768
C -0.3073 -0.1058 2.1285
C 0.4225 -3.7230 4.1700
C 3.2661 1.7857 -0.7598
C 3.4211 -1.7765 5.6738
C -5.1780 3.2457 1.2629
C -1.0068 -3.2896 3.7152
C 3.4065 -3.9112 6.6052
C 1.6309 -5.5618 -2.2259
C -0.5945 4.2832 1.9971
C -0.4036 -0.6797 0.7040
C -3.2792 -1.1159 0.7484
C -2.4928 -2.8953 -2.9707
C -3.6537 3.3951 1.4859
C -3.0266 3.6505 -2.4377
C -4.7821 -2.0721 -2.7607
C 0.7904 4.4694 -1.6456
C -3.2323 2.2628 -2.7838
H 5.7078 -1.8186 4.1697
H -1.5908 -0.7572 -5.6138
H 3.7686 -4.9079 6.3243
H 0.9524 3.8351 3.3434
H -2.0115 -3.8582 -3.2859
H -4.0957 1.8182 -2.2389
H -0.8547 -3.1489 2.6157
H 1.4023 4.0026 1.6005
H 0.2766 -1.2364 -3.2306
H -1.5117 -0.3612 -1.0671
H -2.8951 5.1558 1.8291
H -2.7074 1.9299 -4.6737
H -5.2324 -2.4736 -1.8283
H 3.6703 2.6813 -1.2277
H 1.1964 -1.6472 -0.2779
H 0.8747 -5.2849 -3.0166
H -0.5587 -4.5799 -1.1526
H -5.5285 -1.8688 -3.5580
H -2.3416 1.6862 -2.5965
H -2.2685 -2.9853 -1.9077
H -0.0293 -7.8900 -2.7927
H 3.3607 -1.6928 3.5629
H 2.5713 -5.5523 -2.8093
H 2.3693 -4.8314 -0.3271
H 2.7480 -3.1869 -2.2487
H -2.8222 4.4877 -4.1449
H 2.4277 -1.5491 6.0508
H 0.1239 -2.4174 -4.3562
H -0.8766 3.2719 1.7620
H -1.5829 -2.5021 -5.4951
H -4.3535 -1.0716 0.6563
H 2.3349 -3.8298 6.9419
H -4.3102 -1.1442 -2.4155
H 2.7194 5.4116 -1.6089
H -0.6459 0.9316 -4.6865
H 0.2302 -3.7358 0.1729
H 4.0582 -3.5201 7.3755
H 3.0445 3.0231 0.9747
H 1.2512 6.3036 1.9200
H 0.5676 -4.7381 3.7610
H 2.1557 0.3769 3.9406
H 4.1256 -1.5289 6.5352
H 2.2419 1.5927 -5.0977
H 1.6863 -7.7747 -3.5874
H -2.4694 3.7080 -1.4819
H 3.4534 1.1361 2.4575
H -5.5121 2.2270 1.1455
H 3.2496 0.8660 5.0083
H 1.6602 -0.5954 0.8376
H 0.5050 -3.6885 5.2206
H -0.5667 5.0896 -3.0121
H 1.6231 0.7274 -0.8219
H -0.7466 -1.6921 0.7812
H 1.0942 -3.1117 -2.3667
H 1.2888 1.1238 -2.4161
H -3.1629 2.5681 0.9418
H -1.9530 -4.6565 4.7205
H 2.1906 -3.0361 4.0884
H 2.1908 4.6435 -0.0886
H -3.0412 -1.4759 1.7553
H 5.6500 -0.3031 5.0056
H 5.3555 -0.3878 3.2369
H 2.1185 2.7146 -3.7568
H 1.3517 -8.7969 -2.1633
H -2.9912 -1.8858 0.0883
H 0.0526 4.0371 -0.9452
H -1.3691 -2.4015 4.1728
H 1.1453 6.8249 -1.2638
H 4.5971 2.2468 0.7845
H -4.9487 4.6599 -0.0682
H -1.8698 -0.7983 -3.1609
H -0.9186 5.3035 3.6323
H -3.1151 -1.5338 -5.3809
H 0.0183 0.8888 2.0344
H 0.3343 -0.6579 2.7767
H 0.5502 3.3508 -5.6086
H -3.9525 4.1500 -2.2533
H 0.2837 -5.4434 0.1029
H 3.9067 1.0219 -1.0949
H -1.2976 -0.1602 2.5162
H -0.8596 4.8029 1.0849
H 1.1893 3.5493 -2.2003
H -0.2124 3.1579 -4.0520
H -3.4269 3.2744 2.5064
H -1.0767 1.1879 -0.2341
H -5.7045 3.6514 2.1391
*
```

Stability verdict: A, ahead by 2.455 eV

A:
The following is a DFT calculation (wB97M-V/def2-TZVPD) of a 2-piece molecular cluster, CH3FIN overall.

Results
**E_LUMO (spin up / spin down)**: -2.72 / -2.72 eV
**Frontier orbital gap (spin up / spin down)**: 7.33 / 7.32 eV
**HOMO (spin up / spin down)**: -10.1 / -10.0 eV

```
! RIJCOSX wB97M-V def2-TZVPD def2/J DEFGRID3
* xyz 0 1
I -1.6095 -1.1530 1.1708
F -1.6392 0.0984 -1.6733
N -0.2696 -0.7224 -0.1666
C 0.7102 0.2513 0.0597
H 0.5048 1.0357 0.9183
H 1.5851 -0.2707 0.5271
H 0.7182 0.7606 -0.8361
*
```

B:
The following is a DFT calculation (wB97M-V/def2-TZVPD) of one molecule with the formula CH3FIN.

Results
**E_LUMO**: -1.01 eV
**Frontier orbital gap**: 8.55 eV
**HOMO**: -9.6 eV
**SMILES**: CN(F)I

```
! RIJCOSX wB97M-V def2-TZVPD def2/J DEFGRID3
* xyz 0 1
I -1.1555 1.4143 -1.5667
F 0.5761 -0.8622 -1.5209
N -0.3909 -0.4196 -0.5709
C 0.1647 -0.1151 0.7635
H -0.6422 -0.3356 1.3748
H 1.1227 -0.6921 0.6939
H 0.3249 1.0103 0.8263
*
```

Stability verdict: B, ahead by 1.977 eV